This record from OMol25 describes a molecular structure, C4H20B2KO2S2 in a non-equilibrium geometry. The level of theory is the ωB97M-V functional and the def2-TZVPD basis.

Properties
energy = -1760.6591 a.u.
energy relative to the best compared isomer or geometry (same formula, charge and spin) = 0.000 eV
HOMO-LUMO gap = 0.2027 hartree
total charge = -1
E_LUMO = 1.76 eV
strongest force on any atom = 4.755 eV/Å

Atoms and positions in Å:
K 0.39 -0.17 0.84
B 2.56 -1.35 2.86
H 3.16 -1.91 3.56
H 1.62 -1.88 2.79
H 2.29 -0.38 3.26
H 3.08 -1.17 1.94
B -0.98 -0.28 3.27
H -1.64 0.12 2.51
H -0.50 -1.19 2.95
H -0.22 0.42 3.57
H -1.58 -0.46 4.15
C 0.23 3.55 -2.19
S -0.54 3.51 -0.49
O 0.23 2.51 0.35
C 0.03 5.18 -0.03
H 0.18 2.58 -2.69
H 1.31 3.75 -2.22
H -0.36 4.19 -2.84
H -0.16 5.30 1.04
H -0.47 5.92 -0.65
H 1.09 5.12 -0.27
C -0.25 -2.62 -3.11
S -0.36 -3.05 -1.35
O -1.08 -1.92 -0.65
C -1.60 -4.41 -1.42
H -1.21 -2.21 -3.44
H -0.04 -3.42 -3.81
H 0.46 -1.82 -3.34
H -2.41 -3.88 -1.91
H -1.90 -4.90 -0.49
H -1.34 -5.13 -2.19